The following is a quantum chemistry calculation of a cluster of 2 separate species, C4H13N2O in total, from the OMol25 dataset.

Bonds (Å) are listed after each position.
Cartesian coordinates (Å):
1 C -1.78623 -0.06752 1.01652  C2 1.611, N6 1.515, H7 1.079, H8 1.004
2 C -1.34292 -0.10075 -0.53184  C1 1.611, C3 1.562, H9 1.103, H10 1.079
3 C -0.30753 -1.20462 -0.92021  C2 1.562, C4 1.388, H11 1.102
4 C 0.88337 -0.76199 -1.47812  C3 1.388, N5 1.334, H12 1.117
5 N 2.09666 -0.99715 -0.97532  C4 1.334, H13 1.054, H14 1.018
6 N -0.49074 -0.04350 1.80130  C1 1.515, H15 0.971, H16 1.045, H17 0.995
7 H -2.18605 0.93303 0.96646  C1 1.079
8 H -2.52435 -0.72783 1.18234  C1 1.004
9 H -0.91604 0.87996 -0.80238  C2 1.103
10 H -2.23558 -0.19931 -1.12912  C2 1.079
11 H -0.55630 -2.24608 -0.66178  C3 1.102
12 H 0.73031 0.07646 -2.19947  C4 1.117
13 H 1.99525 -1.98493 -0.62201  N5 1.054
14 H 2.86818 -1.07637 -1.63468  N5 1.018
15 H -0.63231 -0.26353 2.73656  N6 0.971
16 H 0.04252 0.84501 1.66732  N6 1.045
17 H 0.15468 -0.71549 1.45326  N6 0.995
18 H 0.97151 3.23448 0.87997  O20 0.983
19 H 0.94344 2.40839 -0.33061  O20 0.896
20 O 0.67789 2.36625 0.52427  H18 0.983, H19 0.896

energy relative to the best compared isomer or geometry (same formula, charge and spin)	3.623	eV
multiplicity	1
lowest unoccupied orbital energy	-3.059	eV
calculated total energy	-9377.9605	eV
net charge	+1
gap between HOMO and LUMO	8.39	eV

The following is a quantum chemistry calculation of a cluster of 2 separate species, C4H13N2O in total, from the OMol25 dataset.

Bonds (Å) are listed after each position.
Cartesian coordinates (Å):
1 C -1.56366 -2.12968 0.43389  C2 1.552, H7 1.082, H8 1.090, H9 1.103
2 C -1.41086 -0.59456 0.26098  C1 1.552, C3 1.519, H10 1.091, H11 1.092
3 C -0.49469 -0.15110 -0.86617  C2 1.519, N6 1.493, H12 1.107, H13 1.082
4 N 0.97545 1.37684 1.01452  C5 1.426, H14 1.024
5 C 1.42954 0.06246 0.69918  N4 1.426, N6 1.481, H15 1.134, H16 1.124
6 N 0.91242 -0.53786 -0.55209  C3 1.493, C5 1.481, H17 1.027
7 H -0.64547 -2.68300 0.28793  C1 1.082
8 H -2.06917 -2.45357 1.34386  C1 1.090
9 H -2.19597 -2.51261 -0.38458  C1 1.103
10 H -1.03266 -0.08478 1.14873  C2 1.091
11 H -2.46416 -0.34056 0.12673  C2 1.092
12 H -0.46882 0.95301 -0.94335  C3 1.107
13 H -0.67676 -0.56810 -1.84831  C3 1.082
14 H 1.34364 1.71873 1.90708  N4 1.024
15 H 1.48431 -0.68092 1.55369  C5 1.134
16 H 2.48839 0.32439 0.42767  C5 1.124
17 H 1.51287 -0.01451 -1.19967  N6 1.027
18 H 0.91058 2.50901 -0.36542  O20 0.971
19 H 1.01811 3.34635 -1.71011  O20 0.965
20 O 0.94690 2.46049 -1.33455  H18 0.971, H19 0.965

energy relative to the best compared isomer or geometry (same formula, charge and spin)	7.342	eV
multiplicity	1
lowest unoccupied orbital energy	-9.067	eV
calculated total energy	-9374.2414	eV
net charge	+1
gap between HOMO and LUMO	5.59	eV

The following is a quantum chemistry calculation of a cluster of 2 separate species, C4H13N2O in total, from the OMol25 dataset.

Bonds (Å) are listed after each position.
Cartesian coordinates (Å):
1 C 0.07204 1.64949 -0.41796  C2 1.598, N6 1.467, H7 1.153, H8 1.095
2 C 0.87535 0.48159 -1.15469  C1 1.598, C3 1.519, H9 1.120, H10 1.082
3 C 0.63063 -0.84701 -0.46053  C2 1.519, C4 1.329, N5 1.460
4 C 0.03583 -1.82339 -1.13808  C3 1.329, H11 1.063, H12 1.133
5 N 0.97674 -1.08266 0.93840  C3 1.460, H13 1.142, H14 1.007, H15 1.079
6 N -1.34757 1.34147 -0.21548  C1 1.467, H16 1.000, H17 1.010
7 H 0.49445 1.81952 0.64116  C1 1.153
8 H 0.21063 2.54943 -1.02645  C1 1.095
9 H 1.98192 0.61023 -1.27311  C2 1.120
10 H 0.51060 0.42899 -2.17174  C2 1.082
11 H -0.17409 -1.70198 -2.17298  C4 1.063
12 H -0.09381 -2.93865 -0.98867  C4 1.133
13 H 0.09475 -0.73681 1.57638  N5 1.142
14 H 1.82627 -0.58520 1.14840  N5 1.007
15 H 1.24261 -2.11845 1.08522  N5 1.079
16 H -1.76691 2.14698 0.20276  N6 1.000
17 H -1.86086 1.02685 -1.02699  N6 1.010
18 H -1.29895 0.67043 1.79283  O20 0.987
19 H -1.49394 -0.83601 2.31955  O20 0.972
20 O -0.91568 -0.05482 2.34197  H18 0.987, H19 0.972

energy relative to the best compared isomer or geometry (same formula, charge and spin)	2.405	eV
multiplicity	1
lowest unoccupied orbital energy	-3.132	eV
calculated total energy	-9379.1792	eV
net charge	+1
gap between HOMO and LUMO	10.52	eV

The following is a quantum chemistry calculation of a cluster of 2 separate species, C4H13N2O in total, from the OMol25 dataset.

Bonds (Å) are listed after each position.
Cartesian coordinates (Å):
1 C -0.67530 1.02238 -0.26926  C2 1.477, N6 1.527, H7 1.062, H8 1.149
2 C 0.37737 0.78903 -1.27856  C1 1.477, C3 1.533, H9 1.114, H10 1.036
3 C 1.81815 0.74174 -0.75723  C2 1.533, N5 1.566, H11 1.158, H12 1.127
4 C 2.14008 -1.55467 -0.14341  N5 1.257, H13 1.085, H14 1.111
5 N 2.02010 -0.38778 0.30868  C3 1.566, C4 1.257
6 N -0.50980 -0.01959 0.83455  C1 1.527, H15 1.019, H16 1.012, H17 0.921
7 H -0.51948 1.96816 0.18681  C1 1.062
8 H -1.74836 0.90786 -0.66482  C1 1.149
9 H 0.22265 1.70111 -1.89865  C2 1.114
10 H 0.34133 -0.05155 -1.88286  C2 1.036
11 H 2.44737 1.60352 -0.30726  C3 1.158
12 H 2.34376 0.34098 -1.67010  C3 1.127
13 H 1.81301 -1.83907 -1.13844  C4 1.085
14 H 2.65997 -2.36479 0.41094  C4 1.111
15 H -0.82068 0.44808 1.68482  N6 1.019
16 H 0.45103 -0.32551 0.92461  N6 1.012
17 H -1.04118 -0.76487 0.73620  N6 0.921
18 H -4.45538 -0.46302 1.59416  O20 0.972
19 H -3.36432 -1.29785 1.91791  O20 0.993
20 O -3.50032 -0.45416 1.41191  H18 0.972, H19 0.993

energy relative to the best compared isomer or geometry (same formula, charge and spin)	3.405	eV
multiplicity	1
lowest unoccupied orbital energy	-3.065	eV
calculated total energy	-9378.1789	eV
net charge	+1
gap between HOMO and LUMO	10.72	eV

The following is a quantum chemistry calculation of the ion C4H13N2O with charge +1, from the OMol25 dataset.

Bonds (Å) are listed after each position.
Cartesian coordinates (Å):
1 N 1.51608 -0.01686 -1.91189  C2 1.482, H8 1.048, H9 1.025
2 C 1.08306 -1.25173 -1.21568  N1 1.482, C3 1.580, H10 1.128, H11 1.124
3 C 0.75829 -0.94424 0.29957  C2 1.580, C4 1.525, H12 1.077, H13 1.113
4 C -0.48779 -0.08433 0.48191  C3 1.525, N5 1.571, C6 1.579, H14 1.112
5 N -0.22876 1.27515 -0.26077  C4 1.571, H15 1.021, H16 1.026, H17 1.034
6 C -1.21864 0.26653 1.83633  C4 1.579, O7 1.408, H18 1.090, H19 1.140
7 O -2.24610 1.09885 1.35251  C6 1.408, H20 0.963
8 H 2.53080 0.21196 -1.78185  N1 1.048
9 H 1.42812 -0.27244 -2.90012  N1 1.025
10 H 1.77870 -2.12118 -1.39448  C2 1.128
11 H 0.11076 -1.52328 -1.71104  C2 1.124
12 H 1.64963 -0.70914 0.85615  C3 1.077
13 H 0.42574 -1.83180 0.88245  C3 1.113
14 H -1.34013 -0.62798 0.01923  C4 1.112
15 H 0.01515 1.24033 -1.25178  N5 1.021
16 H 0.40171 1.87305 0.28413  N5 1.026
17 H -1.16781 1.70460 -0.30776  N5 1.034
18 H -0.62745 0.76351 2.60606  C6 1.090
19 H -1.76496 -0.70560 2.07106  C6 1.140
20 H -2.61641 1.65459 2.04597  O7 0.963

energy relative to the best compared isomer or geometry (same formula, charge and spin)	2.095	eV
multiplicity	1
lowest unoccupied orbital energy	-2.940	eV
calculated total energy	-9379.4887	eV
net charge	+1
gap between HOMO and LUMO	11.00	eV

The following is a quantum chemistry calculation of the ion C4H13N2O with charge +1, from the OMol25 dataset.

Bonds (Å) are listed after each position.
Cartesian coordinates (Å):
1 N -0.52210 0.59819 2.42417  C2 1.384, H8 1.091, H9 1.068
2 C 0.55414 1.03326 1.67019  N1 1.384, C3 1.592, H10 1.107, H11 1.101
3 C 0.11557 0.91064 0.14516  C2 1.592, C4 1.461, H12 1.089, H13 1.156
4 C 0.31153 -0.38095 -0.50792  C3 1.461, N5 1.521, C6 1.516, H14 1.089
5 N -0.79329 -1.34634 -0.10856  C4 1.521, H15 1.089, H16 1.007, H17 1.056
6 C 0.23503 -0.08257 -1.99263  C4 1.516, O7 1.500, H18 1.059, H19 1.074
7 O 0.31978 -1.45270 -2.59782  C6 1.500, H20 1.035
8 H -1.37508 1.22468 2.68815  N1 1.091
9 H -0.23705 0.06556 3.30532  N1 1.068
10 H 0.98368 1.98515 2.03781  C2 1.107
11 H 1.53065 0.52660 1.61616  C2 1.101
12 H -0.96927 1.00085 0.14816  C3 1.089
13 H 0.51492 1.80554 -0.46845  C3 1.156
14 H 1.34625 -0.66049 -0.31298  C4 1.089
15 H -0.60152 -1.60479 0.93163  N5 1.089
16 H -0.79426 -2.20689 -0.63096  N5 1.007
17 H -1.80055 -1.03222 -0.05471  N5 1.056
18 H -0.62511 0.34816 -2.43553  C6 1.059
19 H 1.03866 0.53652 -2.34534  C6 1.074
20 H 0.76802 -1.26819 -3.51184  O7 1.035

energy relative to the best compared isomer or geometry (same formula, charge and spin)	3.271	eV
multiplicity	1
lowest unoccupied orbital energy	-3.240	eV
calculated total energy	-9378.3132	eV
net charge	+1
gap between HOMO and LUMO	9.85	eV

The following is a quantum chemistry calculation of a cluster of 2 separate species, C4H13N2O in total, from the OMol25 dataset.

Bonds (Å) are listed after each position.
Cartesian coordinates (Å):
1 N 3.51555 -0.27858 -1.88657  H8 1.007, H9 1.004, H10 1.005
2 C 0.05671 -0.47876 -0.06814  C3 1.480, C6 1.469, H11 1.091
3 C -1.01907 0.37561 -0.61947  C2 1.480, C4 1.573, H12 1.111, H13 1.086
4 C -2.36602 0.16840 0.16592  C3 1.573, O5 1.397, H14 1.101, H15 1.088
5 O -3.26651 1.17625 -0.18780  C4 1.397, H16 0.965
6 C 0.22276 -0.67286 1.37847  C2 1.469, N7 1.511, H17 1.089, H18 1.108
7 N 0.35442 0.65707 2.08406  C6 1.511, H19 1.012, H20 1.017
8 H 4.35158 0.22239 -1.63415  N1 1.007
9 H 3.18215 -0.70101 -1.03948  N1 1.004
10 H 3.60557 -0.92040 -2.65444  N1 1.005
11 H 0.53625 -1.23175 -0.69606  C2 1.091
12 H -0.80438 1.44644 -0.41443  C3 1.111
13 H -1.24713 0.31047 -1.67955  C3 1.086
14 H -2.73092 -0.81800 -0.16090  C4 1.101
15 H -2.31969 0.08460 1.25016  C4 1.088
16 H -3.80029 0.85264 -0.92352  O5 0.965
17 H 1.00549 -1.37439 1.66510  C6 1.089
18 H -0.77676 -1.01749 1.71072  C6 1.108
19 H 0.17914 1.35428 1.37203  N7 1.012
20 H 1.32116 0.84509 2.33805  N7 1.017

energy relative to the best compared isomer or geometry (same formula, charge and spin)	5.097	eV
multiplicity	1
lowest unoccupied orbital energy	-7.212	eV
calculated total energy	-9376.4869	eV
net charge	+1
gap between HOMO and LUMO	5.95	eV

The following is a quantum chemistry calculation of the ion C4H13N2O with charge +1, from the OMol25 dataset.

Bonds (Å) are listed after each position.
Cartesian coordinates (Å):
1 C -1.74384 2.09772 0.18073  C3 1.542, H8 1.095, H9 1.085, H10 1.063
2 C 0.55184 -1.70979 -1.23507  C4 1.604, H11 1.109, H12 1.099, H13 1.102
3 C -0.51118 1.27957 -0.25568  C1 1.542, N6 1.460, H14 1.060, H15 1.086
4 C 0.83353 -0.88349 0.11061  C2 1.604, N5 1.333, N6 1.574, O7 1.652
5 N 1.88557 -0.07669 0.25355  C4 1.333, H16 1.006, H17 1.090
6 N -0.51445 -0.08567 0.26100  C3 1.460, C4 1.574, H18 1.033, H19 1.004
7 O 0.45218 -1.97418 1.29114  C4 1.652, H20 0.953
8 H -2.71217 2.04048 -0.32656  C1 1.095
9 H -1.94872 1.86542 1.22087  C1 1.085
10 H -1.45853 3.12151 0.16523  C1 1.063
11 H 0.09749 -0.92583 -1.87518  C2 1.109
12 H -0.17104 -2.47545 -0.92135  C2 1.099
13 H 1.46517 -2.04801 -1.75121  C2 1.102
14 H 0.32816 1.68944 0.24560  C3 1.060
15 H -0.56227 1.13415 -1.33052  C3 1.086
16 H 2.65980 -0.40707 -0.29663  N5 1.006
17 H 2.20388 0.12420 1.27647  N5 1.090
18 H -0.83558 0.03617 1.23505  N6 1.033
19 H -1.18408 -0.70396 -0.15984  N6 1.004
20 H 1.16423 -2.09852 1.91179  O7 0.953

energy relative to the best compared isomer or geometry (same formula, charge and spin)	3.219	eV
multiplicity	3
lowest unoccupied orbital energy (spin up / spin down)	-3.150 / -7.902	eV
calculated total energy	-9372.1756	eV
net charge	+1
gap between HOMO and LUMO (spin up / spin down)	5.29 / 6.98	eV
⟨S²⟩	2.006

no.,strongest force on any atom (hartree/bohr)
1,0.13473
2,0.05479
3,0.04566
4,0.11295
5,0.05140
6,0.11254
7,0.03897
8,0.15678